[1]
53
Properties=species:S:1:pos:R:3:lowdin_charge:R:1 method="wB97M-V/def2-TZVPD" spin_multiplicity=1 total_charge=0 e_homo_ev=-9.63 e_above_lowest_kcal_mol=72.2 orbital_gap_ha=0.352
S 4.01543 -0.93421 1.28798 0.288
S 4.04564 0.49829 -0.06784 0.362
C 2.33456 1.35988 0.07700 -0.505
C 1.14796 0.55392 0.14417 -0.297
N 0.97667 -0.31045 -1.07029 0.043
C -0.26650 -0.56657 -1.57046 -0.309
O -0.37861 -1.12782 -2.66061 -0.032
H 3.67306 -2.02494 0.44625 -0.133
H 2.45837 1.98454 0.99033 0.082
H 2.38279 2.07376 -0.78244 0.081
H 0.37427 1.36386 0.17894 0.117
H 0.89221 -0.12837 0.96480 0.101
H 1.76593 -0.06330 -1.67323 0.101
H -1.14951 -0.28665 -1.00439 0.144
H -1.18960 0.32134 3.52671 0.021
H -0.74986 -0.64252 4.55805 0.051
O -1.53213 -0.46758 4.02880 -0.101
H -0.64739 -2.59972 1.75716 0.040
H -0.28836 -1.51616 2.64267 -0.010
O 0.08917 -2.35987 2.34536 -0.066
H 0.09306 3.90617 1.86197 0.010
H -0.97232 4.28666 2.78128 0.073
O -0.03873 3.94930 2.86427 -0.123
H -5.03542 2.08921 0.68941 0.043
H -3.55884 1.48353 1.14061 0.026
O -4.09156 2.17708 0.69883 -0.058
H 1.84230 0.05639 -5.01394 0.069
H 1.12051 -0.86649 -3.81324 0.023
O 1.57346 -0.07474 -4.11785 -0.022
H 0.24102 -2.75301 -3.98935 0.003
H -0.60420 -3.79505 -3.27042 0.088
O -0.01534 -3.67644 -4.08094 -0.078
H 0.52801 0.98464 -3.37627 0.029
H 0.85784 1.85106 -2.28997 0.030
O 0.04796 1.56549 -2.71298 -0.077
H -3.37554 -0.57906 3.08361 0.054
H -3.88920 0.77570 3.49361 0.057
O -3.74906 0.25076 2.69103 -0.081
H 0.27827 -4.89447 0.24674 0.048
H 1.45382 -5.98443 0.09760 0.001
O 0.55799 -5.84725 0.36597 -0.086
H 2.07483 -4.31071 -2.35461 0.024
H 0.82688 -4.95534 -2.96432 0.012
O 1.40100 -4.95460 -2.17892 -0.062
H -2.73835 2.26271 -0.71277 0.007
H -1.59333 2.15111 -1.90159 0.025
O -1.94741 2.59716 -1.12320 -0.046
H -0.40116 2.16857 3.58058 0.076
H 1.07025 1.62579 3.11178 0.035
O 0.23819 1.38615 3.51113 -0.087
H 0.64776 4.44094 -0.24532 0.064
H -0.67401 3.48505 -0.39428 0.025
O -0.12273 4.07066 0.20260 -0.076

[2]
51
Properties=species:S:1:pos:R:3:lowdin_spin:R:1 method="wB97M-V/def2-TZVPD" spin_multiplicity=2 total_charge=+1 e_homo_ev="-8.50 / -12.09" orbital_gap_ha="0.203 / 0.324"
Y 2.73074 -2.26110 0.09407 0.736
C -0.20259 1.38875 0.19666 0.001
C -0.02425 -0.07222 0.30951 0.002
C -1.12656 -1.02007 -0.26951 0.002
O 1.24729 -0.45569 -0.21329 0.044
H 0.44062 2.03883 0.78976 0.000
H -1.23603 1.68842 0.37068 0.000
H -0.12552 1.77105 -0.82119 0.000
H 0.07928 -0.48284 1.31389 0.001
H -0.96753 -2.03975 0.08129 0.001
H -1.19229 -1.09711 -1.35479 0.000
H -2.07454 -0.67461 0.14292 0.000
O 1.08617 -3.68621 -0.80737 0.049
H 1.22415 -4.29663 -1.53166 0.005
H 0.18086 -3.83705 -0.53556 0.001
O 1.67947 4.22305 -1.53571 0.000
H 1.30270 4.61339 -2.32432 0.000
H 1.84501 3.31113 -1.77488 0.000
O 1.07699 -2.83598 1.80953 0.046
H 0.85651 -2.21408 2.50297 0.002
H 0.81893 -3.68827 2.16057 0.003
O -4.32810 0.16652 1.73454 0.000
H -3.97448 0.23013 0.84733 0.000
H -4.56156 1.06580 1.96488 0.000
O 0.33361 0.05740 -3.21151 0.002
H 0.58385 0.71467 -2.56219 0.000
H -0.58634 -0.12806 -3.02303 0.000
O 2.57582 -1.89748 -2.33502 0.068
H 1.84691 -1.48340 -2.79703 0.002
H 3.09145 -2.31463 -3.02520 0.009
O -2.11508 3.04176 2.58538 0.000
H -3.06151 3.02138 2.44373 0.000
H -1.79648 3.71296 1.98186 0.000
O 0.50337 -1.34370 4.07462 0.003
H -0.24523 -1.81132 4.44496 0.001
H 0.18057 -0.45532 3.92356 0.000
O -1.09368 -4.96595 0.03340 0.003
H -1.99564 -4.64818 0.07498 0.000
H -1.16099 -5.82549 -0.38239 0.001
O -2.23712 -1.04775 -4.29434 0.001
H -2.81909 -0.56842 -4.88407 0.000
H -2.82545 -1.47747 -3.67350 0.000
O 2.69736 1.62035 2.20822 0.008
H 3.06538 2.48191 2.01196 0.000
H 1.88177 1.58821 1.70823 0.000
O 0.54223 4.96560 2.12633 0.000
H -0.02775 4.68353 1.41092 0.000
H 0.17057 5.79918 2.41485 0.000
O 2.41387 1.67848 -1.76264 0.004
H 3.29183 1.79435 -1.39936 0.001
H 2.03048 0.97190 -1.24303 0.001

[3]
55
Properties=species:S:1:pos:R:3:lowdin_charge:R:1 method="wB97M-V/def2-TZVPD" spin_multiplicity=1 total_charge=0 e_homo_ev=-8.61 e_above_lowest_kcal_mol=0.0 orbital_gap_ha=0.306
C -2.06236 -0.41763 0.04686 -0.142
C -0.52664 -0.71133 0.03378 -0.612
O -0.05817 0.13018 1.05367 0.038
O -0.42177 -2.07586 0.50383 -0.008
C -2.24843 0.66765 -1.00331 -0.524
S -3.94110 1.33122 -1.04622 0.449
S -4.65306 1.39581 0.88465 0.343
H -2.65256 -1.32678 0.02655 0.102
H -2.18003 -0.01833 1.04935 0.079
H 0.88728 0.03825 1.24311 0.094
H -2.00073 0.26247 -1.97690 0.054
H -1.57383 1.50468 -0.89687 0.035
H -3.49956 1.56159 1.55873 -0.214
H 0.88698 0.05304 -1.15026 0.064
H 1.53987 -2.00101 -2.37305 0.006
O 0.25152 -0.64238 -1.07424 0.042
H 0.46548 -2.30074 -3.42360 0.030
H 0.32686 -2.56196 0.13049 0.082
O 1.29283 -1.82493 -3.28058 -0.044
H -3.09857 -4.26546 -0.67185 0.039
H -3.47269 -3.57129 0.62535 0.039
O -3.57770 -3.50813 -0.32800 -0.049
H -1.09251 -1.02511 -2.96467 0.000
H -2.38644 -1.78511 -3.06227 0.047
O -1.52724 -1.71275 -3.48183 -0.039
H -0.52030 2.78044 0.20664 0.012
H -0.80712 3.54331 -1.20370 0.062
O -0.15623 3.22112 -0.58187 -0.059
H -1.04560 0.82297 3.40154 0.004
H -0.65024 -0.49374 3.80563 0.023
O -0.72404 0.38816 4.20583 -0.055
H 0.83710 2.51219 3.19207 -0.003
H 1.85251 1.41762 3.20043 0.003
O 1.66705 2.26747 3.61671 -0.052
H 2.97429 -1.56722 -0.52757 0.055
H 2.45243 -2.17556 0.70468 0.045
O 2.22926 -2.10235 -0.23002 -0.036
H 0.99204 2.02296 -1.43478 -0.015
H 1.49983 2.20959 -2.79714 0.055
O 1.63349 1.64072 -2.02857 -0.053
H 3.67431 -0.63978 2.76704 0.062
H 4.15987 0.10984 1.59825 0.035
O 3.33105 -0.29376 1.92951 -0.079
H -2.10213 3.52504 1.91756 0.054
H -0.60512 3.96921 2.06893 0.068
O -1.19310 3.21912 1.94086 -0.039
H 0.29636 0.83109 -4.79724 0.030
H 1.40642 0.15056 -3.94971 -0.012
O 1.23911 0.65752 -4.75272 -0.064
H 4.62733 1.90431 -0.20184 0.069
H 4.14645 0.59233 -0.63915 0.053
O 4.06129 1.19084 0.11428 -0.048
H -0.53154 -3.21386 2.15537 0.014
H 0.65365 -2.54026 2.89191 0.011
O -0.07586 -3.14597 3.00436 -0.052

[4]
53
Properties=species:S:1:pos:R:3:lowdin_charge:R:1 method="wB97M-V/def2-TZVPD" spin_multiplicity=1 total_charge=+1 e_homo_ev=-12.88 e_above_lowest_kcal_mol=20.6 orbital_gap_ha=0.377
C 3.13041 1.94122 -0.83030 -0.076
C 3.85879 0.56625 -0.81678 -0.199
N 3.06114 -0.62385 -0.98828 0.057
C 2.00673 -0.75664 -0.24037 -0.156
N 0.85865 -1.29648 -0.61750 0.199
H 3.86354 2.65284 -0.40755 0.092
H 2.94870 2.36200 -1.78631 0.033
H 2.17694 2.01569 -0.28739 0.042
H 4.64065 0.51998 -1.59230 0.128
H 4.49065 0.62077 0.10019 0.127
H 3.17993 -1.07767 -1.88479 0.138
H 1.92423 -0.21054 0.69724 0.146
H 0.83449 -1.87771 -1.44004 0.088
H 0.21696 -1.43126 0.14785 0.112
H -4.35777 1.75338 1.97034 0.094
H -3.80532 0.17060 2.24639 0.082
O -3.74366 1.02561 1.82843 -0.036
H -1.31951 -3.11386 2.41540 0.089
H -0.62628 -4.37458 2.67434 0.091
O -0.58095 -3.63597 2.04302 -0.039
H -0.24727 2.59590 1.11041 -0.014
H 0.36712 3.85703 0.66274 0.053
O 0.63191 2.95659 0.88765 -0.076
H -1.91263 -2.13879 -1.16467 0.008
H -2.25673 -0.76176 -1.38396 0.035
O -1.58886 -1.38338 -1.69864 -0.064
H 1.64162 -1.14688 3.68027 0.050
H 2.14170 -2.34956 2.91705 0.045
O 1.75924 -1.47521 2.77725 -0.057
H -4.24762 0.86310 -0.17705 -0.005
H -4.15691 0.99306 -1.59757 0.030
O -4.78509 1.24491 -0.90488 -0.070
H 2.69831 -3.91011 -1.87522 0.078
H 2.01798 -3.20092 -2.99531 0.080
O 2.39053 -3.02445 -2.11734 -0.038
H -0.99770 1.35077 4.60479 0.048
H -0.45873 1.71058 3.06238 0.016
O -0.77436 1.07652 3.71710 -0.046
H -0.21154 -0.84832 -3.45641 -0.026
H -0.04928 0.05920 -4.58590 0.019
O -0.09837 -0.88990 -4.41446 -0.075
H 0.59500 1.30135 -2.30714 0.046
H 1.57154 2.10354 -3.29557 0.055
O 1.14482 1.25966 -3.09762 -0.049
H -2.38983 1.71327 0.88684 -0.022
H -2.24130 2.61405 -0.40542 0.067
O -1.89743 1.83746 0.05856 -0.084
H -1.41241 -3.91137 0.75981 0.005
H -1.98875 -4.16935 -0.66081 0.066
O -2.08733 -3.54778 0.08874 -0.115
H -1.57847 3.99370 2.76721 0.074
H -2.30435 2.62582 2.74138 0.019
O -2.03314 3.37150 2.18419 -0.063

[5]
56
Properties=species:S:1:pos:R:3:lowdin_charge:R:1 method="wB97M-V/def2-TZVPD" spin_multiplicity=1 total_charge=-1 e_homo_ev=-3.55 e_above_lowest_kcal_mol=162.0 orbital_gap_ha=0.219
N -0.92273 3.03969 0.41505 0.038
C -1.37733 1.65035 0.30271 -0.371
C -2.61194 1.48829 -0.53544 -0.648
S -2.84256 2.92689 -1.69336 0.417
C -0.49624 0.52639 0.59545 -0.504
N -0.54785 -0.76910 0.05963 0.147
O -0.72898 0.35612 2.27154 -0.168
H -1.49792 3.48027 1.18920 0.138
H -1.47834 3.36856 -0.62545 -0.019
H -4.39301 -0.10426 1.13162 0.029
H -2.78545 0.42489 -0.71001 0.044
H -3.50167 1.73847 0.03608 -0.003
H -0.46174 -1.50640 0.72321 0.048
H -1.12645 -0.82639 -0.75872 0.079
H -2.97103 -0.09466 1.72610 0.026
H -1.20934 1.14642 2.55155 0.044
O -3.82791 -0.58446 1.74139 -0.066
H 2.41382 -0.10158 4.02668 0.019
H 1.97606 0.20581 2.55926 0.045
O 2.76427 -0.06947 3.13878 -0.084
H 1.37561 -3.41898 0.77884 0.009
H 0.13358 -3.33747 0.13930 0.008
O 0.90769 -3.92683 0.07910 -0.072
H 2.59669 2.52140 0.45725 0.094
H 2.66990 3.54042 1.66024 0.030
O 2.40136 3.53589 0.72916 -0.117
H -0.40974 -1.21768 3.05322 0.000
H 0.60714 -2.05011 3.90421 0.026
O -0.02272 -2.09990 3.19712 -0.063
H -2.09104 -3.22740 1.48961 0.048
H -2.84427 -2.18883 0.61295 -0.017
O -2.19029 -2.84778 0.62030 -0.032
H 0.47813 -2.01844 -1.55258 0.044
H 1.79442 -2.89012 -1.88908 0.065
O 1.17662 -2.18384 -2.23808 -0.063
H 1.71660 -2.23796 2.06201 0.034
H 1.98108 -0.98192 1.11803 0.019
O 2.32778 -1.85211 1.40053 -0.118
H -2.91403 -1.16548 -2.99035 0.050
H -2.68999 0.41861 -2.78416 -0.039
O -2.35377 -0.39080 -3.15846 -0.068
H 2.08200 2.03938 -2.84067 0.083
H 1.68149 1.66020 -1.43023 -0.012
O 2.49770 1.86314 -1.90561 -0.110
H -0.32746 2.33808 -2.80280 0.011
H -0.18732 0.86563 -3.44198 0.090
O 0.26595 1.79246 -3.38427 -0.130
H 3.33840 -3.73369 0.31942 0.033
H 2.94236 -2.47307 -0.43571 0.000
O 3.40375 -3.35490 -0.57349 -0.115
H 1.42530 0.59714 -0.04233 0.063
H 0.10501 3.04836 0.72713 0.130
O 0.84890 0.81132 0.74459 -0.079
H 1.95282 -1.08944 -1.45773 0.028
H 3.13829 -0.13484 -0.99753 0.071
O 2.46231 -0.72799 -0.66517 -0.114

[6]
53
Properties=species:S:1:pos:R:3:lowdin_charge:R:1 method="wB97M-V/def2-TZVPD" spin_multiplicity=1 total_charge=-1 e_homo_ev=-5.62 e_above_lowest_kcal_mol=34.1 orbital_gap_ha=0.293
C -23.62800 -6.86100 1.45600 -0.066
C -23.77900 -7.84900 0.41500 -0.647
C -24.98700 -7.50500 -0.46900 -0.042
O -22.62600 -8.08900 -0.30200 -0.311
H -24.43600 -6.82600 2.10900 0.073
H -23.41300 -5.82900 1.09300 0.093
H -22.72200 -7.08000 2.01900 0.073
H -24.04600 -8.76300 0.86600 0.109
H -25.20100 -8.26100 -1.30200 0.098
H -24.59200 -6.54300 -0.92100 0.086
H -25.94700 -7.29500 0.09100 0.086
O -23.25500 -9.57900 4.42000 -0.080
H -22.80400 -9.14600 3.68200 -0.008
H -23.08500 -10.51900 4.33900 0.022
O -21.23500 -7.18700 4.94400 -0.027
H -20.47700 -6.62200 4.85100 0.025
H -21.92200 -6.77300 4.46600 -0.036
O -23.63100 -2.73400 1.95400 -0.086
H -23.67800 -2.94500 1.00700 -0.005
H -23.27000 -1.83100 2.10600 0.049
O -20.13200 -9.20600 -0.59300 -0.073
H -20.94400 -8.73800 -0.43300 -0.044
H -19.40300 -8.56400 -0.49200 0.049
O -21.32600 -5.79800 -0.65200 -0.018
H -21.53000 -6.30300 -1.41700 -0.008
H -21.82700 -6.13700 0.06300 -0.015
O -24.77000 -7.40000 -4.26100 -0.053
H -24.58500 -6.53800 -4.61000 0.021
H -24.08000 -7.63100 -3.66300 -0.028
O -21.06100 -4.82800 2.84500 -0.045
H -20.72000 -3.97400 3.07600 0.044
H -21.90600 -4.90300 3.30900 -0.020
O -23.07500 -10.94800 -1.14100 -0.028
H -23.22300 -11.20700 -2.04000 0.021
H -23.53700 -10.13200 -1.04600 -0.012
O -19.91900 -7.18600 1.99500 -0.040
H -20.70900 -7.59300 1.76500 -0.061
H -20.21200 -6.55500 2.66600 -0.018
O -21.97400 -7.59300 -2.86200 -0.105
H -21.51700 -8.35700 -3.29200 0.071
H -22.29800 -7.91700 -1.97700 0.000
O -21.76200 -9.44700 1.79800 -0.072
H -21.59500 -10.31400 1.40100 0.063
H -22.33700 -8.90800 1.21700 -0.015
O -23.29400 -5.08800 4.29100 -0.029
H -24.14700 -5.14300 3.88300 0.051
H -23.55500 -5.08800 5.22100 0.082
O -26.25800 -4.63000 -0.22400 -0.022
H -26.39200 -5.54300 -0.34200 -0.032
H -25.36400 -4.63600 0.03300 -0.030
O -23.03400 -3.75000 -0.77300 -0.042
H -23.78700 -3.76000 -1.33000 0.016
H -22.62600 -4.61800 -0.85100 -0.012